[1]
Molecular formula: C6H12O
Method: DFT, ωB97M-V/def2-TZVPD

Atoms and positions in Å:
C: -0.942 -0.722 -2.551
C: -0.296 -0.773 -1.192
C: 1.023 -0.852 -1.021
C: -1.271 -0.914 -0.045
H: -1.420 -1.683 -2.741
H: -0.213 -0.606 -3.356
H: -1.627 0.123 -2.596
H: 1.475 -1.004 -0.047
H: 1.692 -0.844 -1.870
H: -0.679 -0.985 0.877
H: -1.831 -1.846 -0.095
H: -1.971 -0.081 0.036
C: 1.128 1.636 3.091
C: 0.994 1.349 1.740
O: -0.047 1.734 1.098
H: 1.975 1.227 3.625
H: 0.380 2.254 3.572
H: 1.763 0.819 1.189
H: -0.134 1.169 0.287

F_max: 1.1 eV/Å
highest occupied orbital energy (spin up / spin down): -13.42 / -13.41 eV
energy relative to the best compared isomer or geometry (same formula, charge and spin): 1.093 eV
charge: +1
spin multiplicity: 2
energy: -8453.9542 eV
<S²>: 0.76
orbital gap (spin up / spin down): 8.80 / 5.01 eV

Results of the Mulliken charge analysis, in e, for atoms 1 through 8:
1 C -1.28
2 C 0.67
3 C -0.83
4 C -1.19
5 H 0.33
6 H 0.37
7 H 0.30
8 H 0.36

***

[2]
Molecular formula: C6H12O
Method: DFT, ωB97M-V/def2-TZVPD

Atoms and positions in Å:
C: -0.399 0.726 1.799
C: 0.417 0.296 0.637
C: 1.420 1.154 0.190
C: 1.625 2.579 0.437
C: 0.898 -1.574 -0.850
C: 0.025 -0.828 -0.137
H: -0.779 1.738 1.736
H: 0.239 0.711 2.683
H: -1.182 0.029 2.078
H: 2.294 0.673 -0.244
H: 1.397 2.834 1.475
H: 0.908 3.188 -0.130
H: 2.619 2.901 0.159
H: 1.872 -1.208 -1.114
H: 0.634 -2.594 -1.094
H: -1.034 -1.048 -0.079
H: -2.964 -2.860 -2.745
H: -4.337 -3.577 -2.668
O: -3.654 -3.139 -2.133

F_max: 1.9 eV/Å
highest occupied orbital energy (spin up / spin down): -13.97 / -13.97 eV
energy relative to the best compared isomer or geometry (same formula, charge and spin): 0.698 eV
charge: +1
spin multiplicity: 2
energy: -8454.3491 eV
<S²>: 0.78
orbital gap (spin up / spin down): 8.76 / 6.79 eV

Results of the Mulliken charge analysis, in e, for atoms 1 through 8:
1 C -1.43
2 C 1.12
3 C -0.03
4 C -1.20
5 C -0.68
6 C -0.24
7 H 0.39
8 H 0.41

***

[3]
Molecular formula: C6H12O12
Method: DFT, ωB97M-V/def2-TZVPD

Atoms and positions in Å:
O: -1.492 2.487 0.318
O: 0.604 2.121 0.611
O: -1.189 0.916 2.356
O: -2.070 -0.527 0.805
O: -1.433 0.116 -1.649
O: -0.233 1.897 -2.272
O: 1.444 -0.266 2.026
O: -0.170 -1.884 1.958
O: 2.096 0.384 -1.300
O: 0.910 -0.688 -2.603
O: 1.758 -2.182 -0.103
O: -0.239 -2.296 -0.549
C: -0.570 1.438 0.160
C: -0.880 0.229 1.141
C: -0.298 0.842 -1.277
C: 0.335 -0.722 1.166
C: 0.846 -0.188 -1.320
C: 0.680 -1.289 -0.201
H: -1.512 2.546 1.299
H: 0.514 2.299 1.560
H: -1.920 0.468 2.822
H: -2.027 -0.535 -0.167
H: -1.068 -0.551 -2.337
H: -0.938 2.489 -2.116
H: 1.469 -0.976 2.754
H: -0.724 -2.384 1.376
H: 2.117 0.950 -0.529
H: 1.112 0.023 -3.256
H: 2.558 -1.692 0.223
H: 0.319 -3.031 -0.897

F_max: 5.3 eV/Å
highest occupied orbital energy: -10.44 eV
energy relative to the best compared isomer or geometry (same formula, charge and spin): 1.197 eV
SMILES: OC1(O)C(O)(O)C(O)(O)C(O)(O)C(O)(O)C1(O)O
energy: -30984.7521 eV
orbital gap: 10.87 eV

Results of the Mulliken charge analysis, in e, for atoms 1 through 8:
1 O -0.66
2 O -0.59
3 O -0.63
4 O -0.71
5 O -0.68
6 O -0.67
7 O -0.55
8 O -0.71

***

[4]
Molecular formula: C6H12O2
Method: DFT, ωB97M-V/def2-TZVPD

Atoms and positions in Å:
C: 0.597 -1.291 -0.525
C: 1.632 -2.353 -0.233
C: 0.280 -0.491 0.940
O: -0.611 -1.797 -1.054
O: 1.170 -0.320 1.768
H: -0.482 -2.678 -1.439
H: 0.994 -0.572 -1.249
H: -0.757 -0.729 1.223
H: 2.495 -1.939 0.291
H: 1.987 -2.799 -1.167
H: 1.205 -3.152 0.382
C: -2.080 1.868 0.113
C: -0.608 1.616 0.077
C: 0.349 2.533 0.212
H: -0.286 0.533 -0.354
H: -2.327 2.859 -0.275
H: -2.453 1.789 1.139
H: -2.616 1.130 -0.489
H: 0.121 3.559 0.486
H: 1.391 2.235 0.157

F_max: 4.4 eV/Å
highest occupied orbital energy: -9.32 eV
energy relative to the best compared isomer or geometry (same formula, charge and spin): 3.595 eV
SMILES: C[C@@H](O)C=O.C=CC
energy: -10508.7124 eV
orbital gap: 10.00 eV

Results of the Mulliken charge analysis, in e, for atoms 1 through 8:
1 C 0.32
2 C -1.50
3 C -0.09
4 O -0.53
5 O -0.53
6 H 0.31
7 H 0.28
8 H 0.40

***

[5]
Molecular formula: C6H12O3
Method: DFT, ωB97M-V/def2-TZVPD

Atoms and positions in Å:
C: -0.108 -0.574 -1.295
C: 0.956 0.073 -0.395
C: 0.804 1.571 -0.057
C: 2.351 -0.454 -0.678
C: -2.203 0.038 1.737
C: 0.768 0.546 0.985
O: -0.543 -1.758 -0.688
O: -1.182 0.254 -1.612
O: 0.830 0.307 2.151
H: -1.734 0.363 -0.824
H: -1.132 -2.230 -1.289
H: 0.370 -0.785 -2.266
H: -1.714 -0.731 1.152
H: -0.116 2.039 -0.378
H: 1.663 2.222 -0.132
H: 2.669 -0.173 -1.681
H: 3.062 -0.051 0.039
H: 2.356 -1.539 -0.594
H: -1.782 0.032 2.733
H: -2.050 1.019 1.301
H: -3.265 -0.168 1.793

F_max: 0.7 eV/Å
highest occupied orbital energy: -9.11 eV
energy relative to the best compared isomer or geometry (same formula, charge and spin): 2.605 eV
SMILES: C[C@]1(C(O)O)CC1=O.C
energy: -12557.2435 eV
orbital gap: 9.82 eV

Results of the Mulliken charge analysis, in e, for atoms 1 through 8:
1 C -0.39
2 C 1.45
3 C -0.81
4 C -1.81
5 C -0.97
6 C 0.32
7 O -0.53
8 O -0.60

***

[6]
Molecular formula: C6H12O3
Method: DFT, ωB97M-V/def2-TZVPD

Atoms and positions in Å:
C: -0.131 -0.768 0.294
C: 1.186 -0.349 -0.266
C: -1.097 0.441 -0.318
C: 2.060 0.694 0.299
C: -0.210 -0.784 1.808
C: -1.098 0.552 -1.836
O: 2.448 -0.606 0.537
O: -0.484 -1.986 -0.299
O: -0.903 1.668 0.323
H: -1.235 -2.360 0.175
H: -0.175 2.133 -0.102
H: 1.338 -0.660 -1.296
H: -2.084 0.106 0.011
H: 1.705 1.258 1.167
H: 2.679 1.262 -0.403
H: -1.158 -1.223 2.127
H: -0.159 0.232 2.201
H: 0.626 -1.362 2.205
H: -1.229 -0.434 -2.283
H: -1.917 1.202 -2.150
H: -0.161 0.985 -2.195

F_max: 2.8 eV/Å
highest occupied orbital energy: -9.46 eV
energy relative to the best compared isomer or geometry (same formula, charge and spin): 2.454 eV
SMILES: C[C@H](O)[C@@](C)(O)[C@H]1CO1
energy: -12557.3947 eV
orbital gap: 10.28 eV

Results of the Mulliken charge analysis, in e, for atoms 1 through 8:
1 C 1.40
2 C -0.69
3 C 0.00
4 C -0.62
5 C -1.72
6 C -1.41
7 O -0.49
8 O -0.61

***

[7]
Molecular formula: C6H12O3S
Method: DFT, ωB97M-V/def2-TZVPD

Atoms and positions in Å:
C: -3.796 -1.062 -2.156
C: -2.970 -2.205 -1.290
O: -2.021 -1.512 -0.370
C: -0.713 -1.300 -1.037
O: -0.583 -1.222 -2.390
O: 0.538 -1.209 -0.266
C: 0.681 0.146 0.359
S: 2.376 0.172 1.156
C: 3.106 1.895 1.230
C: 3.639 2.105 2.798
H: -4.453 -0.435 -1.387
H: -4.489 -1.532 -2.998
H: -3.047 -0.337 -2.732
H: -2.440 -3.014 -1.962
H: -3.805 -2.795 -0.675
H: 0.494 1.021 -0.404
H: -0.205 0.225 1.155
H: 2.402 2.756 0.864
H: 4.078 1.912 0.568
H: 3.496 1.105 3.406
H: 2.935 2.902 3.291
H: 4.778 2.382 2.842

F_max: 9.1 eV/Å
highest occupied orbital energy: -8.93 eV
energy relative to the best compared isomer or geometry (same formula, charge and spin): 3.255 eV
SMILES: CCOC(=O)OCSCC
energy: -23389.4565 eV
orbital gap: 9.56 eV

Results of the Mulliken charge analysis, in e, for atoms 1 through 8:
1 C -0.83
2 C -0.21
3 O -0.27
4 C 0.47
5 O -0.49
6 O -0.25
7 C -0.37
8 S -0.18

***

[8]
Molecular formula: C6H12O3SSi
Method: DFT, ωB97M-V/def2-TZVPD

Atoms and positions in Å:
C: 1.227 -0.584 1.484
C: 0.698 0.056 0.485
C: 2.674 -0.824 1.303
C: -2.144 0.246 1.181
C: -1.295 -1.375 -1.200
C: -1.341 1.961 -1.282
O: 2.165 1.811 -1.055
O: 2.089 -0.626 -1.736
O: 3.167 0.023 0.312
Si: -1.054 0.192 -0.266
S: 2.105 0.431 -0.724
H: 0.715 -0.991 2.329
H: 3.337 -0.538 2.115
H: 3.020 -1.811 1.016
H: -3.154 0.381 0.844
H: -2.200 -0.797 1.576
H: -1.798 1.055 1.829
H: -1.447 -2.078 -0.301
H: -2.212 -1.481 -1.767
H: -0.586 -1.808 -1.830
H: -2.115 1.967 -1.969
H: -1.522 2.724 -0.518
H: -0.329 2.066 -1.827

F_max: 13.1 eV/Å
highest occupied orbital energy (spin up / spin down): -6.16 / -10.10 eV
spin multiplicity: 3
energy: -31265.9252 eV
<S²>: 2.01
orbital gap (spin up / spin down): 6.86 / 6.72 eV

Results of the Mulliken charge analysis, in e, for atoms 1 through 8:
1 C -0.21
2 C 0.02
3 C -0.43
4 C -1.03
5 C -1.06
6 C -1.00
7 O -0.56
8 O -0.57

***

[9]
Molecular formula: C6H12O4
Method: DFT, ωB97M-V/def2-TZVPD

Atoms and positions in Å:
C: -1.595 -1.753 -0.966
C: 2.020 -1.205 -0.688
C: 0.612 -1.475 -0.239
O: -0.242 -1.438 -1.271
O: 0.263 -1.697 0.895
H: -1.665 -2.786 -0.622
H: -2.157 -1.623 -1.889
H: -1.972 -1.107 -0.178
H: 2.133 -1.491 -1.728
H: 2.221 -0.132 -0.596
H: 2.717 -1.741 -0.065
C: -1.673 1.731 -0.446
C: 1.017 1.202 1.993
C: 0.383 1.513 0.668
O: -0.945 1.400 0.731
O: 0.977 1.812 -0.341
H: -1.768 2.819 -0.522
H: -1.160 1.358 -1.330
H: -2.659 1.290 -0.347
H: 1.997 1.679 2.069
H: 0.370 1.535 2.803
H: 1.128 0.109 2.069

F_max: 0.5 eV/Å
highest occupied orbital energy: -10.43 eV
energy relative to the best compared isomer or geometry (same formula, charge and spin): 0.251 eV
SMILES: COC(C)=O.COC(C)=O
energy: -14606.9612 eV
orbital gap: 11.30 eV

Results of the Mulliken charge analysis, in e, for atoms 1 through 8:
1 C -0.61
2 C -0.99
3 C 0.87
4 O -0.32
5 O -0.61
6 H 0.30
7 H 0.24
8 H 0.25

***

[10]
Molecular formula: C6H12O8P
Method: DFT, ωB97M-V/def2-TZVPD

Atoms and positions in Å:
C: -2.025 -1.961 -0.555
C: 0.631 2.330 0.670
C: 0.938 -2.200 0.948
C: 1.139 1.420 -0.511
C: 1.144 -0.688 0.956
C: 0.748 -0.002 -0.398
O: -2.535 0.514 -1.186
O: -2.206 -2.688 -1.449
O: -2.362 -0.070 1.245
O: 1.346 2.291 1.868
O: 1.353 -2.862 -0.113
O: 0.626 1.899 -1.726
O: 0.285 -0.239 1.949
O: 1.318 -0.689 -1.495
P: -2.844 -0.398 -0.068
H: -0.378 2.030 0.728
H: 0.789 3.261 0.251
H: -1.123 -2.275 0.121
H: 2.335 1.382 -0.527
H: 2.214 -0.277 1.030
H: -0.338 0.087 -0.334
H: 1.124 1.433 2.215
H: 1.577 -2.200 -0.821
H: -0.133 1.291 -1.932
H: -0.666 -0.317 1.589
H: 1.093 -0.206 -2.289
H: -4.052 -0.865 -0.165

F_max: 4.6 eV/Å
highest occupied orbital energy (spin up / spin down): -3.57 / -5.16 eV
charge: -1
spin multiplicity: 3
energy: -32082.5555 eV
<S²>: 2.01
orbital gap (spin up / spin down): 6.75 / 7.53 eV

Results of the Mulliken charge analysis, in e, for atoms 1 through 8:
1 C 0.54
2 C -1.03
3 C -0.74
4 C 0.47
5 C 0.29
6 C 0.45
7 O -0.72
8 O -0.48

***

[11]
Molecular formula: C6H12OPY
Method: DFT, ωB97M-V/def2-TZVPD

Atoms and positions in Å:
C: 1.999 0.294 -1.251
C: 2.220 -0.778 -0.325
C: 1.415 -1.894 -0.749
C: 0.731 -1.521 -1.966
C: 1.090 -0.166 -2.273
Y: -0.167 -0.122 -0.183
P: -0.769 2.549 0.254
H: 2.531 1.235 -1.265
H: 2.879 -0.739 0.539
H: 1.335 -2.840 -0.235
H: 0.787 0.409 -3.140
H: 0.023 -2.128 -2.521
H: -1.260 3.277 -0.858
H: 0.188 3.400 0.851
H: -1.871 2.642 1.163
C: -1.660 -0.730 2.304
O: -2.130 -0.649 0.897
H: -0.768 -1.381 2.286
H: -2.428 -1.204 2.926
H: -1.362 0.240 2.745
H: -2.782 0.103 0.802

F_max: 2.4 eV/Å
highest occupied orbital energy (spin up / spin down): -3.91 / -4.41 eV
energy relative to the best compared isomer or geometry (same formula, charge and spin): 0.202 eV
energy: -18791.2620 eV
orbital gap (spin up / spin down): 4.25 / 4.66 eV

Results of the Mulliken charge analysis, in e, for atoms 1 through 8:
1 C -0.54
2 C -0.42
3 C -0.66
4 C -0.47
5 C -0.46
6 Y 0.18
7 P -0.14
8 H 0.47

***

[12]
Molecular formula: C6H12OS
Method: DFT, ωB97M-V/def2-TZVPD

Atoms and positions in Å:
C: 0.484 -0.755 0.273
C: -0.170 0.368 -0.292
C: 1.092 -1.828 -0.659
C: 0.490 -1.034 1.586
C: -0.346 0.565 -1.841
C: -1.526 0.613 0.393
O: 0.393 2.460 1.648
S: 0.785 2.022 0.134
H: 2.086 -1.533 -0.908
H: 0.502 -1.974 -1.544
H: 1.253 -2.866 -0.276
H: 0.195 -0.329 2.327
H: 1.096 2.060 2.192
H: 0.866 -1.996 1.877
H: -0.466 -0.293 -2.472
H: 0.451 1.320 -2.059
H: -1.322 1.070 -1.986
H: -2.254 1.066 -0.350
H: -1.387 1.307 1.254
H: -2.223 -0.244 0.703

F_max: 4.5 eV/Å
highest occupied orbital energy: -8.59 eV
energy relative to the best compared isomer or geometry (same formula, charge and spin): 2.532 eV
SMILES: C=C(C)C(C)(C)SO
energy: -19296.8539 eV
orbital gap: 9.27 eV

Results of the Mulliken charge analysis, in e, for atoms 1 through 8:
1 C 0.74
2 C 1.11
3 C -1.30
4 C -1.31
5 C -1.21
6 C -1.56
7 O -0.46
8 S -0.01